Here is a molecular structure, C16H18Cl3N5OPd from the OMol25 dataset. Energies are from ωB97M-V/def2-TZVPD.

Geometry as XYZ:
```
44
Properties=species:S:1:pos:R:3:forces:R:3
Pd 0.0431 0.0079 -0.0541 0.06 -0.20 0.66
C -2.4781 0.2380 3.2335 0.03 -0.01 0.00
N -2.7030 -1.0853 2.6847 -0.08 0.04 -0.02
C -4.0004 -1.6302 3.0432 0.01 -0.01 0.00
C -2.3972 -1.1820 1.2931 0.15 0.00 0.12
N -2.2584 -0.2270 0.4797 -0.14 0.04 -0.38
N -2.0809 -2.5189 0.9831 -0.05 -0.02 0.05
C -1.3874 -2.9142 -0.1611 0.08 -0.02 -0.05
N -0.6971 -4.1307 0.0963 -0.01 0.00 -0.02
N -1.3790 -2.2595 -1.2408 -0.16 0.01 -0.11
H -2.4945 0.1721 4.3229 0.00 0.00 0.00
H -3.2464 0.9661 2.9249 0.00 0.00 0.00
H -1.4984 0.5933 2.9101 0.00 0.00 0.00
H -4.0977 -1.6466 4.1311 0.01 -0.02 0.00
H -4.0958 -2.6494 2.6702 -0.01 0.01 -0.01
H -4.8312 -1.0347 2.6314 0.00 0.02 0.02
H -2.5172 0.6679 0.8781 0.02 -0.01 0.04
H -1.7075 -2.9609 1.8111 0.04 0.01 -0.01
H -1.3059 -4.8426 0.4787 0.01 0.01 0.03
H -0.2475 -4.4719 -0.7401 0.00 0.00 0.00
H -0.8009 -2.7077 -1.9454 0.01 -0.02 0.01
Cl 4.0411 2.7566 -6.6049 0.03 -0.01 -0.01
C 2.5589 2.9138 -5.6664 -0.02 0.01 0.02
C 2.2123 1.9337 -4.7434 0.02 0.02 0.05
C 1.0558 2.0538 -4.0050 0.01 -0.02 -0.16
Cl 0.6814 0.7781 -2.8767 -0.07 0.18 -0.09
C 0.1242 3.1602 -4.1335 -0.05 -0.07 -0.03
O -0.9416 3.2683 -3.5016 0.02 0.01 0.00
C 0.5821 4.1159 -5.1132 0.05 0.00 -0.02
Cl -0.4455 5.5110 -5.3967 0.00 0.01 0.01
C 1.7425 4.0134 -5.8527 -0.03 0.00 0.01
H 2.8492 1.0722 -4.5915 0.00 0.00 0.00
H 2.0014 4.7841 -6.5667 0.00 0.00 -0.01
C 3.5329 -0.3469 3.4492 -0.03 0.00 -0.03
C 3.1772 0.8934 2.9280 -0.01 -0.01 0.02
C 2.2034 0.9967 1.9386 -0.05 0.02 0.00
C 1.5063 -0.1078 1.3882 0.19 0.01 -0.09
C 1.9098 -1.3436 1.9579 -0.04 0.00 0.01
C 2.8830 -1.4694 2.9464 -0.01 0.01 0.02
H 4.2937 -0.4353 4.2189 0.00 0.00 0.00
H 3.6684 1.7928 3.2943 0.00 0.00 0.00
H 1.9714 1.9895 1.5644 0.01 0.00 -0.01
H 1.4373 -2.2576 1.6066 0.01 0.00 -0.02
H 3.1362 -2.4567 3.3289 0.01 0.00 0.00
```
Forces are in eV/Å.

## Properties
**Molecular weight**: 509.1 g/mol
**Total energy**: -67427.529 eV
**Frontier orbital gap**: 0.141 Eh
**E_LUMO**: 4.45 eV
**Net charge**: -2
**ΔE to the lowest compared entry with this formula, charge and spin**: 0.454 eV

natural (NBO) atomic charge list, values in e, 8 entries:
1 Pd -0.104
2 C -0.429
3 N -0.479
4 C -0.402
5 C 0.554
6 N -0.667
7 N -0.658
8 C 0.577